No. 1
A molecular structure, C3H2HgO4 in a non-equilibrium geometry. Source: the Open Molecules 2025 dataset; level of theory: the ωB97M-V functional and the def2-TZVPD basis.

```
10
C3H2HgO4 (the ωB97M-V functional and the def2-TZVPD basis)
H -2.39002 -1.29126 0.32264
C -2.26859 -0.27095 -0.11904
C -0.82909 0.19675 0.04527
O 0.08340 -0.64555 -0.07927
C 1.48622 -0.20965 -0.02699
O 1.93053 0.14753 1.06200
O 2.06181 -0.23313 -1.10626
O -3.11840 0.55622 -0.24989
Hg 3.63878 0.48187 0.00569
H -0.59462 1.26817 0.14585
```

## Properties
Max |F|, eV/Å: 6.683
LUMO level, eV: -12.9
Spin multiplicity: 1
Charge: +2
ΔE to the lowest compared entry with this formula, charge and spin, eV: 2.392
M, g/mol: 302.6
Gap between HOMO and LUMO, eV: 6.40

---

No. 2
A molecular structure, C22H18N4O5S7Ti in a non-equilibrium geometry. Source: the Open Molecules 2025 dataset; level of theory: the ωB97M-V functional and the def2-TZVPD basis.

```
57
C22H18N4O5S7Ti (the ωB97M-V functional and the def2-TZVPD basis)
Ti -0.63253 -0.12741 -0.15543
O -3.31440 3.30392 0.32159
C -2.96343 3.93194 -0.81699
C -3.72832 5.03162 -1.20406
C -3.42830 5.71893 -2.36186
C -2.34202 5.34135 -3.14647
C -1.58630 4.24802 -2.78174
C -1.89628 3.50917 -1.63592
C -1.18864 2.25509 -1.37009
O -1.40669 1.58435 -0.25310
N -0.42915 1.72533 -2.29093
N -0.02556 0.49764 -1.86186
C 0.70250 -0.29296 -2.63374
C 0.93952 -1.56153 -2.06315
C 1.67873 -2.59519 -2.66011
C 1.79925 -3.79338 -2.01162
C 1.18101 -3.96457 -0.76270
C 0.48302 -2.91884 -0.21586
N 0.35665 -1.72914 -0.83252
H -2.66479 2.59386 0.48718
H -4.55610 5.32316 -0.57119
H -4.04245 6.56019 -2.65774
H -2.10056 5.89492 -4.04428
H -0.74530 3.92289 -3.37799
H 1.07891 0.03453 -3.59274
H 2.14937 -2.40677 -3.61467
H 2.36683 -4.60233 -2.45221
H 1.27157 -4.89740 -0.22543
H 0.00748 -3.01158 0.75464
S -1.43251 4.12086 4.67446
C -0.76165 2.82557 3.91197
S -0.71711 1.23100 4.58521
C 0.10870 0.39390 3.26411
C 0.42251 1.20844 2.20950
S 1.36130 0.75414 0.80102
S -0.02341 2.90236 2.35093
S 0.42343 -1.26147 3.42289
S 4.06960 -0.87475 -0.95984
C 4.22265 -1.91008 0.33812
N 3.23286 -2.01696 1.28044
C 3.26807 -2.89864 2.30011
C 4.33275 -3.72663 2.48356
C 5.42145 -3.61592 1.59212
C 5.36360 -2.74015 0.55077
H 2.44364 -1.34141 1.20535
H 2.41248 -2.89517 2.95584
H 4.34179 -4.43204 3.30048
H 6.30716 -4.22072 1.74579
H 6.17943 -2.64021 -0.14967
C -4.34371 -0.74285 0.98866
S -2.73883 -1.39047 0.57521
O -2.44827 -1.04757 -0.83744
O -2.72044 -2.79305 0.86212
O -1.76134 -0.58676 1.35972
H -5.08511 -1.30964 0.43201
H -4.36960 0.31316 0.72800
H -4.47344 -0.88076 2.05957
```

## Properties
Max |F|, eV/Å: 2.688
LUMO level (spin up / spin down), eV: 1.6 / 1.1
Spin multiplicity: 2
Expectation value of S²: 0.7741
Charge: -1
ΔE to the lowest compared entry with this formula, charge and spin, eV: 2.368
M, g/mol: 690.7
Gap between HOMO and LUMO (spin up / spin down), eV: 5.26 / 4.84

---

No. 3
A single C22H30N2O2 molecule. Source: the Open Molecules 2025 dataset; level of theory: the ωB97M-V functional and the def2-TZVPD basis.

```
56
C22H30N2O2 (the ωB97M-V functional and the def2-TZVPD basis)
C 7.02693 1.20179 1.57234
C 5.80550 1.44697 0.74029
C 5.07634 0.38335 0.23065
C 3.94224 0.61090 -0.54073
C 3.53723 1.91794 -0.80013
C 4.26374 2.97819 -0.29260
C 5.39155 2.74737 0.47324
H 5.95626 3.57960 0.86703
H 3.94613 3.99002 -0.49743
H 2.65554 2.10057 -1.39993
N 3.16798 -0.42562 -1.07730
C 3.29740 -1.77446 -0.92147
O 4.17296 -2.31204 -0.28233
C 2.19176 -2.56432 -1.60584
C 1.12607 -2.96844 -0.57781
H 0.38617 -3.60682 -1.06585
H 1.61837 -3.55878 0.19751
C 0.41480 -1.78676 0.08920
C -0.44399 -2.27378 1.25987
C -1.16548 -1.10033 1.91952
N -1.97856 -0.39222 0.94912
C -3.32926 -0.41741 1.07720
O -3.85886 -0.96267 2.02835
C -4.15677 0.31366 0.02734
C -4.16844 1.81317 0.35228
C -5.18247 2.54031 -0.47742
C -6.17145 1.93790 -1.11528
C -6.39653 0.45819 -1.07654
C -5.59664 -0.20059 0.04237
H -6.04087 0.03299 1.01009
H -5.60524 -1.28595 -0.07032
H -7.46182 0.25577 -0.94244
H -6.11140 0.03184 -2.04535
H -6.86874 2.51056 -1.71141
H -5.06964 3.61489 -0.52359
H -3.18020 2.25412 0.19538
H -4.41125 1.94376 1.41233
H -3.74843 0.15283 -0.97429
C -1.19669 0.12543 -0.14638
H -1.81781 0.68735 -0.84062
C -0.48979 -1.02001 -0.87848
H 0.07849 -0.60655 -1.71334
H -1.24108 -1.70016 -1.28639
H -0.44201 0.80999 0.26473
H -1.82951 -1.44895 2.71150
H -0.43407 -0.40245 2.34374
H 0.18016 -2.77422 2.00099
H -1.18419 -2.99030 0.89793
H 1.17039 -1.09951 0.48742
H 2.63892 -3.47312 -2.01102
H 1.74791 -2.00115 -2.42729
H 2.38964 -0.10421 -1.63582
H 5.38360 -0.62981 0.42898
H 7.23218 0.13827 1.65595
H 6.89052 1.61053 2.57295
H 7.89242 1.69231 1.12905
```

## Properties
Max |F|, eV/Å: 0.620
SMILES: Cc1cccc(NC(=O)CCC2CCN(C(=O)[C@@H]3CC=CCC3)CC2)c1
LUMO level, eV: 0.5
Spin multiplicity: 1
Charge: 0
ΔE to the lowest compared entry with this formula, charge and spin, eV: 0.325
M, g/mol: 354.5
Gap between HOMO and LUMO, eV: 9.02